Entry 1:
The following is a quantum chemistry calculation of a structure of composition C26H44Cl2F4N2O29PdS4, from the Open Molecules 2025 dataset.

Computed properties:
* Kohn-Sham gap (spin up / spin down): 6.05 / 7.03 eV
* <S²>: 3.7552
* lowest unoccupied orbital energy (spin up / spin down): 1.7 / -0.9 eV
* spin multiplicity: 4
* total charge: -1

CARTESIAN COORDINATES (ANGSTROEM)
Pd1 1.298 2.765 2.703
N1 0.480 1.197 1.550
S1 -0.269 -0.083 1.876
O1 0.453 -1.340 1.716
O2 -1.705 -0.077 1.706
F1 -0.130 0.148 3.470
S2 0.478 0.779 -0.129
O3 -0.835 0.687 -0.731
O4 1.523 -0.180 -0.559
F2 0.999 2.183 -0.649
N2 -0.309 3.059 4.057
S3 -1.671 3.798 4.077
O5 -1.638 5.197 4.448
O6 -2.893 3.071 4.494
F3 -1.880 3.932 2.551
S4 -0.449 2.704 5.737
O7 -0.979 1.353 5.999
O8 -0.633 3.773 6.738
F4 1.123 2.446 5.999
Cl1 3.686 2.392 -2.648
C1 2.666 3.631 -3.442
C2 3.570 4.716 -3.956
Cl2 4.225 5.790 -2.777
H1 1.944 3.982 -2.705
H2 2.083 3.079 -4.179
H3 3.010 5.340 -4.652
H4 4.401 4.455 -4.611
C3 -0.172 -4.834 3.014
C4 0.329 -4.147 4.269
O9 1.430 -4.942 4.597
C5 1.413 -6.015 3.855
O10 2.229 -6.897 4.009
O11 0.346 -6.065 3.068
H5 0.145 -4.246 2.152
H6 -1.261 -4.876 2.976
H7 -0.445 -4.136 5.037
H8 0.530 -3.156 3.863
C6 -2.620 1.561 -3.249
C7 -1.717 2.757 -3.099
O12 -0.588 2.508 -3.891
C8 -0.546 1.189 -4.149
O13 0.475 0.604 -4.500
O14 -1.644 0.623 -3.753
H9 -3.496 1.734 -3.874
H10 -2.974 1.236 -2.271
H11 -1.308 2.946 -2.107
H12 -2.219 3.649 -3.474
C9 0.521 -3.098 -1.757
C10 0.375 -4.533 -2.300
O15 -0.615 -5.118 -1.404
C11 -1.272 -4.176 -0.836
O16 -2.323 -4.357 -0.235
O17 -0.738 -2.909 -1.134
H13 0.772 -2.437 -2.587
H14 1.340 -2.994 -1.045
H15 1.316 -5.082 -2.283
H16 -0.069 -4.519 -3.295
C12 -3.750 -1.208 -1.590
C13 -3.904 -1.840 -3.009
O18 -4.722 -0.927 -3.752
C14 -5.237 -0.060 -2.941
O19 -6.046 0.802 -3.353
O20 -4.810 -0.277 -1.663
H17 -2.768 -0.739 -1.532
H18 -3.793 -1.909 -0.756
H19 -4.504 -2.748 -2.947
H20 -2.937 -2.070 -3.455
C15 3.768 -1.171 -3.516
C16 2.783 -1.851 -4.534
O21 2.746 -3.233 -4.262
C17 3.398 -4.153 -5.050
O22 4.135 -3.936 -6.043
O23 3.084 -5.392 -4.536
C18 3.556 -6.530 -5.239
H21 4.203 -0.208 -3.780
H22 4.568 -1.867 -3.260
H23 3.138 -0.921 -2.662
H24 3.211 -1.651 -5.516
H25 1.759 -1.478 -4.565
H26 2.943 -6.593 -6.139
H27 3.499 -7.448 -4.654
H28 4.540 -6.362 -5.678
C19 3.941 -2.554 3.132
C20 3.302 -1.205 3.122
O24 3.937 -0.435 4.077
C21 3.476 0.762 4.506
O25 2.506 1.417 4.037
O26 4.319 1.035 5.474
C22 4.185 2.245 6.185
H29 4.091 -2.931 4.144
H30 4.944 -2.523 2.706
H31 3.347 -3.276 2.571
H32 2.303 -1.336 3.538
H33 3.203 -0.700 2.161
H34 3.719 2.082 7.157
H35 3.685 3.025 5.610
H36 5.187 2.588 6.440
C23 -4.055 2.181 0.378
C24 -5.134 2.704 1.268
O27 -5.490 4.032 0.919
C25 -5.050 4.992 1.660
O28 -4.332 4.973 2.620
O29 -5.474 6.145 1.030
C26 -4.917 7.393 1.370
H37 -3.652 1.249 0.775
H38 -3.200 2.836 0.549
H39 -4.272 2.079 -0.685
H40 -4.733 2.560 2.271
H41 -6.063 2.134 1.240
H42 -5.200 8.252 0.761
H43 -3.829 7.350 1.401
H44 -5.366 7.627 2.335

---

Entry 2:
The following is a quantum chemistry calculation of a cluster of 3 separate species, C26H44F3IO10S in total, from the Open Molecules 2025 dataset.

Computed properties:
* Kohn-Sham gap: 8.19 eV
* lowest unoccupied orbital energy: -0.1 eV
* SMILES: CCSC[C@@]1(CCCCCCCCCOC)OC(=O)O[C@]1(I)CCC(F)=C(F)F.COC(=O)OC.COC(=O)OC

CARTESIAN COORDINATES (ANGSTROEM)
C1 6.357 -1.782 2.701
C2 5.528 -2.614 1.700
S1 4.071 -1.764 1.014
C3 4.669 -0.599 -0.263
C4 4.123 0.844 -0.213
C5 4.679 1.832 0.847
C6 4.557 1.479 2.357
C7 3.200 1.877 3.052
C8 2.313 0.673 3.457
C9 0.821 1.055 3.645
C10 0.042 -0.238 4.094
C11 -1.340 -0.401 3.369
C12 -1.468 -1.767 2.623
C13 -2.124 -1.604 1.232
O1 -3.549 -1.723 1.303
C14 -4.085 -0.938 0.228
O2 4.755 1.397 -1.430
C15 4.004 1.151 -2.544
O3 4.307 1.338 -3.631
O4 2.837 0.594 -2.073
C16 2.647 1.099 -0.712
I1 1.051 -0.152 -0.013
C17 2.280 2.588 -0.973
C18 1.286 3.249 0.043
C19 -0.027 3.713 -0.529
F1 -0.102 4.509 -1.619
C20 -1.189 3.379 0.101
F2 -1.604 2.135 0.081
F3 -1.937 4.200 0.784
H1 6.802 -0.896 2.219
H2 5.686 -1.383 3.479
H3 7.167 -2.360 3.167
H4 5.211 -3.560 2.155
H5 6.201 -2.895 0.871
H6 5.762 -0.511 -0.132
H7 4.522 -1.052 -1.249
H8 5.761 1.881 0.635
H9 4.299 2.854 0.722
H10 5.305 2.116 2.865
H11 4.823 0.450 2.612
H12 2.691 2.635 2.438
H13 3.466 2.385 3.994
H14 2.449 -0.212 2.826
H15 2.648 0.374 4.469
H16 0.359 1.426 2.719
H17 0.717 1.851 4.402
H18 -0.071 -0.250 5.187
H19 0.700 -1.083 3.835
H20 -1.566 0.459 2.725
H21 -2.089 -0.414 4.178
H22 -2.070 -2.484 3.201
H23 -0.482 -2.239 2.477
H24 -1.923 -0.577 0.874
H25 -1.676 -2.319 0.517
H26 -5.096 -1.280 -0.026
H27 -4.078 0.114 0.564
H28 -3.470 -1.005 -0.684
H29 1.788 2.609 -1.956
H30 3.152 3.248 -1.061
H31 1.049 2.642 0.925
H32 1.770 4.168 0.429
C21 1.354 -0.380 -4.544
O5 0.161 -1.168 -4.487
C22 0.286 -2.394 -4.997
O6 1.284 -2.864 -5.479
O7 -0.894 -3.014 -4.878
C23 -0.909 -4.347 -5.386
H33 1.130 0.586 -4.103
H34 2.148 -0.848 -3.969
H35 1.665 -0.226 -5.578
H36 -0.201 -4.974 -4.845
H37 -0.688 -4.355 -6.453
H38 -1.912 -4.739 -5.234
C24 -7.713 1.758 -2.205
O8 -7.969 0.698 -1.284
C25 -9.112 0.042 -1.505
O9 -9.902 0.273 -2.384
O10 -9.225 -0.915 -0.580
C26 -10.410 -1.704 -0.693
H39 -6.764 2.208 -1.922
H40 -7.630 1.374 -3.221
H41 -8.493 2.517 -2.145
H42 -10.434 -2.226 -1.649
H43 -11.298 -1.084 -0.573
H44 -10.385 -2.439 0.107

---

Entry 3:
The following is a quantum chemistry calculation of a structure of composition C26H45AlBrNOPS, from the Open Molecules 2025 dataset.

Computed properties:
* Kohn-Sham gap: 8.62 eV
* ΔE to the lowest compared entry with this formula, charge and spin: 0.0 kcal per mole
* lowest unoccupied orbital energy: -9.1 eV
* total charge: +3

CARTESIAN COORDINATES (ANGSTROEM)
Al1 -0.917 -1.248 -0.126
C1 -4.545 2.392 1.785
C2 -4.170 1.398 0.786
C3 -4.800 1.323 -0.416
C4 -4.352 0.454 -1.485
C5 -3.251 -0.311 -1.162
Br1 -2.254 -1.403 -2.327
N1 -2.582 -0.167 0.009
C6 -3.017 0.592 0.965
H1 -4.200 3.350 1.401
H2 -4.066 2.319 2.798
H3 -5.604 2.444 1.829
H4 -5.687 1.940 -0.570
H5 -4.946 0.380 -2.396
H6 -2.469 0.554 1.928
C7 -0.322 -5.328 1.122
S1 -0.510 -3.697 1.952
C8 -1.945 -3.935 2.901
O1 -1.074 -2.728 0.773
H7 0.132 -5.978 1.889
H8 0.374 -5.163 0.322
H9 -1.262 -5.681 0.680
H10 -1.628 -4.659 3.698
H11 -2.740 -4.399 2.301
H12 -2.188 -2.941 3.327
C9 2.576 -3.024 -2.689
C10 1.619 -3.110 -1.423
C11 2.243 -2.173 -0.339
C12 2.407 -0.708 -0.835
C13 2.621 -0.619 -2.402
C14 3.474 -1.796 -2.783
P1 1.024 0.271 -0.186
C15 1.546 0.946 1.433
C16 1.751 -0.075 2.506
C17 0.460 -0.406 3.228
C18 -0.111 0.795 3.996
C19 0.534 2.125 3.488
C20 0.558 2.046 1.933
C21 0.582 1.733 -1.114
C22 -0.111 1.566 -2.489
C23 -0.604 2.900 -3.140
C24 0.379 4.053 -2.920
C25 1.760 3.573 -2.554
C26 1.798 2.726 -1.233
H13 1.959 -3.099 -3.597
H14 3.203 -3.894 -2.767
H15 1.501 -4.150 -1.069
H16 0.557 -2.751 -1.592
H17 3.214 -2.611 0.005
H18 1.622 -2.224 0.588
H19 3.341 -0.340 -0.356
H20 3.233 0.285 -2.508
H21 1.645 -0.616 -2.884
H22 4.320 -1.898 -2.162
H23 3.901 -1.815 -3.803
H24 2.563 1.428 1.147
H25 2.514 0.289 3.188
H26 2.264 -0.842 2.049
H27 0.445 -1.345 3.785
H28 -0.292 -0.528 2.433
H29 0.061 0.602 5.046
H30 -1.247 0.798 3.794
H31 1.554 2.295 3.800
H32 -0.131 2.984 3.808
H33 0.726 2.990 1.498
H34 -0.377 1.670 1.571
H35 -0.163 2.245 -0.457
H36 -0.919 0.866 -2.414
H37 0.660 1.103 -3.143
H38 -1.627 3.147 -2.841
H39 -0.632 2.591 -4.205
H40 0.043 4.766 -2.153
H41 0.481 4.715 -3.808
H42 2.435 4.452 -2.434
H43 2.214 2.954 -3.373
H44 1.741 3.453 -0.404
H45 2.705 2.153 -1.203